[1]
C16H40AsBF10N2O8S4 as an isolated structure, computed with the ωB97M-V functional and the def2-TZVPD basis.

The geometry in ORCA input format:
```
! RIJCOSX wB97M-V def2-TZVPD def2/J DEFGRID3
* xyz 0 1
N -5.13611 1.31351 1.80007
H -5.69772 0.49937 2.00467
H -4.94984 1.33972 0.80774
H -4.31357 1.11739 2.35238
H -5.48124 2.19971 2.14013
N -0.56121 1.17019 4.04335
H 0.35203 1.09882 4.46880
H -0.80635 2.14981 4.06173
H -1.14997 0.59238 4.62608
H -0.74707 0.89332 3.08998
B -3.45161 1.52101 4.36398
F -3.19001 2.25121 3.21372
F -4.83565 1.54013 4.54954
F -2.81904 0.22974 4.32877
F -2.85290 2.22729 5.42630
As -0.74268 0.45724 0.09893
F -1.03114 1.09167 1.73299
F -1.16650 -1.18732 0.56117
F -0.48762 -0.02264 -1.68347
F -0.31956 2.20182 -0.36488
F 0.98063 0.08721 0.52304
F -2.48022 0.82589 -0.24607
C 3.48017 4.47821 -1.42083
C 3.04786 3.03641 -1.06841
C 4.16354 2.25369 -0.34451
S 5.80079 2.96884 -0.95956
O 6.48231 2.15649 -1.90023
O 6.46162 3.48089 0.20911
C 4.94035 4.42067 -1.85002
H 3.56747 5.09600 -0.52708
H 2.94006 4.98881 -2.21812
H 3.06413 2.61298 -2.07268
H 2.01212 2.99648 -0.73114
H 4.13958 1.17349 -0.48837
H 4.12655 2.47511 0.72212
H 5.03979 4.39298 -2.93513
H 5.48602 5.33190 -1.60509
C -2.94306 2.92659 -2.77260
C -4.23766 2.34191 -3.29753
C -5.45286 3.26556 -3.11715
S -5.23074 4.21521 -1.69206
O -5.76362 3.54816 -0.55322
O -5.53438 5.66686 -1.86829
C -3.30147 4.04897 -1.78876
H -2.53532 3.48747 -3.61359
H -2.37723 2.14315 -2.26844
H -4.36859 1.48548 -2.63611
H -4.25691 1.85094 -4.27051
H -6.45171 2.82920 -3.11683
H -5.45975 3.89370 -4.00793
H -2.81335 4.09022 -0.81504
H -2.99455 5.00564 -2.21146
C 0.88789 -5.77314 1.20245
C 2.04747 -5.57425 2.12105
C 1.53937 -5.65840 3.53825
S -0.11199 -4.68880 3.45963
O 0.28190 -3.33891 3.79304
O -1.17588 -5.38982 4.13313
C -0.29200 -4.89082 1.66587
H 0.51498 -6.79242 1.10197
H 1.39146 -5.56965 0.25740
H 2.54859 -4.62389 1.93721
H 2.86160 -6.26877 1.91384
H 2.17708 -5.25280 4.32369
H 1.43527 -6.71815 3.77105
H -0.37514 -3.92329 1.17083
H -1.22338 -5.44338 1.54212
C 1.14733 -3.15276 -2.43277
C 2.31092 -3.84141 -3.32400
C 3.68484 -3.19396 -2.88367
S 3.58614 -2.83787 -1.05879
O 4.30660 -1.57057 -0.85204
O 3.81696 -4.09625 -0.26846
C 1.77400 -2.45218 -1.25963
H 0.36345 -3.78838 -2.02095
H 0.54020 -2.46134 -3.01711
H 2.08918 -4.01176 -4.37752
H 2.52966 -4.77281 -2.80175
H 3.75778 -2.26310 -3.44605
H 4.56726 -3.80475 -3.07441
H 1.69316 -1.37504 -1.40569
H 1.18147 -2.73085 -0.38822
*
```

Output
E = -6197.304285 Eh

[2]
C16H40F2K3NO12S2 as an isolated structure, computed with the ωB97M-V functional and the def2-TZVPD basis.

The geometry in ORCA input format:
```
! RIJCOSX wB97M-V def2-TZVPD def2/J DEFGRID3
* xyz 2 1
K -4.67582 -1.00313 -2.59581
K -3.48055 0.88974 2.48351
K -1.84178 0.17161 -4.62399
N -2.49981 0.47679 -1.98661
S -1.25096 0.37220 -0.85279
O -1.53495 0.52890 0.55682
O 0.04549 0.82039 -1.27295
F -1.04725 -1.20418 -1.04060
S -2.84224 1.92046 -1.44739
O -1.91452 3.01461 -1.48825
O -3.88406 1.99924 -0.45986
F -3.68835 2.27224 -2.82100
C 1.63819 -1.79283 4.22501
O 2.26204 -0.82924 3.40354
C 3.00240 -1.43217 2.34004
C 2.12600 -1.87929 1.16978
O 1.74439 -3.22040 1.37342
C 1.00021 -3.78535 0.29069
H 1.74410 -1.52475 5.28510
H 2.14462 -2.76097 4.28153
H 0.57005 -1.94767 4.05907
H 3.75392 -2.13755 2.69701
H 3.61890 -0.61447 1.94333
H 2.74766 -1.67638 0.28625
H 1.21515 -1.26981 1.12781
H 0.76445 -4.80425 0.58692
H 1.65748 -3.77472 -0.57858
H 0.05451 -3.24212 0.19596
C -5.87419 3.73233 1.53955
O -4.52860 3.60716 1.94442
C -3.76126 4.73689 2.29015
C -2.51093 4.28964 3.02805
O -1.64617 3.43306 2.32569
C -0.89060 4.04603 1.28636
H -6.39735 4.15956 2.40599
H -6.30916 2.84562 1.09841
H -6.01707 4.56353 0.83502
H -4.37475 5.22705 3.06332
H -3.53509 5.42589 1.47218
H -2.87520 3.67721 3.86046
H -1.98053 5.15416 3.43989
H -0.30875 3.30975 0.74521
H -0.23435 4.78300 1.76006
H -1.56517 4.55179 0.58769
C 1.48993 2.29805 2.83401
O 2.12275 3.14213 1.90996
C 2.75841 2.42055 0.87627
C 3.69749 3.31170 0.14342
O 4.61725 3.96800 1.01909
C 5.96756 3.62247 0.87056
H 2.10667 1.43216 3.08105
H 0.51460 1.92690 2.46701
H 1.24721 2.81474 3.76297
H 2.05043 2.01964 0.13679
H 3.28023 1.56926 1.33093
H 3.12580 4.08719 -0.37318
H 4.35196 2.74617 -0.52480
H 6.42047 4.28812 0.12341
H 6.13738 2.59777 0.51178
H 6.52622 3.70563 1.80105
C 0.76368 -6.32455 -6.43955
O 0.58596 -6.29965 -5.03798
C -0.71123 -6.03134 -4.63297
C -0.78621 -6.02318 -3.11680
O -0.03345 -4.94811 -2.53385
C -0.57790 -3.67174 -2.72198
H 1.79939 -6.56103 -6.66291
H 0.44651 -5.40791 -6.94541
H 0.16711 -7.17187 -6.80724
H -1.46229 -6.67651 -5.11291
H -1.01634 -5.03745 -5.01898
H -0.28905 -6.93138 -2.78484
H -1.79314 -5.92290 -2.70909
H 0.14222 -2.96720 -2.31120
H -1.51750 -3.54265 -2.15596
H -0.75220 -3.54256 -3.79906
*
```

Output
E = -4386.495325 Eh

[3]
A 3-piece molecular cluster, C16H40N2O10P3 overall, computed with the ωB97M-V functional and the def2-TZVPD basis.

The geometry in ORCA input format:
```
! RIJCOSX wB97M-V def2-TZVPD def2/J DEFGRID3
* xyz 1 1
C 3.54953 -0.44056 1.69083
C 2.05235 -0.53168 2.05784
N 1.16369 0.42848 1.35136
C 0.64696 1.50462 2.19501
C -0.83471 1.82497 1.83988
C -1.51844 0.54071 1.43167
C -1.65830 0.29603 -0.09225
C -2.23397 -1.14054 -0.02297
P -2.77202 -1.82364 -1.62592
O -3.40531 -3.14141 -1.41615
C -3.36838 -0.88925 1.04727
N -2.98664 0.35461 1.80524
C 1.69101 0.88845 0.10971
C 2.35258 2.23424 -0.05464
O 1.62904 0.13864 -0.84716
H 4.08783 -0.98523 2.46641
H 3.91563 0.58133 1.67932
H 3.71470 -0.97125 0.75838
H 1.91400 -0.52577 3.13491
H 1.75180 -1.52736 1.71931
H 0.62256 1.15852 3.22714
H 1.24150 2.42031 2.20167
H -1.28891 2.15106 2.78244
H -0.93474 2.63189 1.11621
H -1.09464 -0.38784 1.80852
H -2.46062 0.99636 -0.36264
H -0.77103 0.47238 -0.68643
H -1.40220 -1.77722 0.27885
H -1.58339 -2.00626 -2.36703
H -3.57410 -0.89459 -2.32435
H -3.36092 -1.80278 1.62913
H -4.25351 -0.73605 0.43997
H -3.46778 1.20716 1.53144
H -3.00959 0.13978 2.79859
H 1.67337 3.08334 0.03434
H 3.15948 2.36891 0.66716
H 2.82587 2.29699 -1.02880
C -3.88629 -5.87582 -2.53479
O -3.60333 -7.23417 -2.94307
P -3.56183 -8.39612 -1.75222
O -2.65987 -9.40233 -2.36317
O -5.13100 -8.74770 -1.87254
C -5.59695 -9.35476 -3.07562
O -3.58761 -8.82208 -0.15756
C -2.51636 -8.31022 0.65492
H -3.88926 -5.24561 -3.41928
H -4.86671 -5.82007 -2.05398
H -3.12209 -5.51582 -1.85016
H -4.80108 -9.89056 -3.59216
H -6.01080 -8.59256 -3.73721
H -6.38600 -10.05517 -2.81049
H -2.49136 -7.21948 0.62750
H -1.55924 -8.70885 0.31324
H -2.69230 -8.62966 1.67856
C 4.51957 9.82886 0.09304
O 3.84844 8.67782 0.65441
P 3.98220 7.22555 -0.16310
O 2.73272 6.57711 0.33801
O 5.29707 6.79978 0.67276
C 5.18098 6.62547 2.08158
O 4.41375 6.16682 -1.36199
C 3.81372 6.38405 -2.65467
H 4.34048 10.67532 0.74993
H 5.59603 9.65084 0.02592
H 4.12228 10.06105 -0.89545
H 4.15908 6.38556 2.37567
H 5.50231 7.53228 2.59421
H 5.83935 5.80836 2.37022
H 4.04322 7.38080 -3.03016
H 2.73133 6.25372 -2.59528
H 4.22688 5.65024 -3.34135
*
```

Output
ΔE to the lowest compared entry with this formula, charge and spin = 0.000 eV
E = -2519.337447 Eh

[4]
C16H40N2O7P2 as an isolated structure, computed with the ωB97M-V functional and the def2-TZVPD basis.

The geometry in ORCA input format:
```
! RIJCOSX wB97M-V def2-TZVPD def2/J DEFGRID3
* xyz 0 1
C 2.25520 2.33395 0.10708
C 1.09795 2.06045 -0.91977
N 0.01380 2.73668 -0.84429
C 1.38218 0.91632 -1.95716
O 0.21448 0.16092 -2.33992
P -0.07446 -1.10674 -1.25505
O 0.50301 -0.83580 0.11823
O -1.70668 -1.40304 -1.08438
C -2.46245 -0.19862 -0.90788
C -2.90532 0.05983 0.56415
N -2.97421 -0.93270 1.36744
O 0.55303 -2.47431 -2.00958
P 1.75618 -3.25656 -1.05664
C 3.29958 -2.22152 -0.83961
C 1.09254 -3.89316 0.57086
H 2.26123 3.38490 0.46532
H 3.23648 2.17234 -0.41890
H 2.19318 1.56778 0.90926
H -0.61277 2.38590 -1.58046
H 2.15409 0.22268 -1.53590
H 1.83444 1.33848 -2.89433
H -3.41055 -0.33346 -1.49827
H -1.98223 0.72381 -1.30742
H -3.16684 1.09773 0.89383
H -3.28482 -0.60662 2.29019
H 3.41009 -1.58062 -1.75433
H 3.37042 -1.64721 0.11567
H 4.17642 -2.92281 -0.87034
H -0.00762 -4.05928 0.60182
H 1.63973 -4.84436 0.78580
H 1.39547 -3.14368 1.36156
C -1.79258 -5.53656 -2.98822
C -2.28338 -4.88523 -4.27089
C -1.20449 -4.89401 -5.34277
O -2.67764 -3.54083 -4.00150
H -0.93396 -4.99321 -2.58289
H -2.57224 -5.51434 -2.22377
H -1.49964 -6.57512 -3.15795
H -3.16759 -5.41216 -4.63622
H -0.32580 -4.33118 -5.01345
H -1.56635 -4.41412 -6.25460
H -0.89468 -5.91330 -5.58377
H -1.90394 -3.06646 -3.67748
C 0.57971 -0.60928 4.87818
C 1.96348 -0.67024 4.25059
C 2.35355 0.66381 3.64191
O 1.98524 -1.66224 3.23191
H -0.17630 -0.36152 4.12696
H 0.30594 -1.57985 5.29667
H 0.53884 0.13832 5.67360
H 2.69428 -0.96348 5.00746
H 1.65140 0.93661 2.84936
H 3.34335 0.60096 3.18348
H 2.36504 1.45925 4.39044
H 1.34145 -1.40426 2.55748
C 0.02547 6.69263 0.72204
C -1.44760 6.79011 1.08213
C -1.73310 6.13442 2.42446
O -2.22702 6.15993 0.06765
H 0.33422 5.64606 0.63952
H 0.21509 7.15704 -0.24784
H 0.65090 7.18288 1.47185
H -1.75007 7.83905 1.11503
H -1.47919 5.07033 2.39825
H -2.79606 6.20198 2.66555
H -1.16236 6.60887 3.22588
H -1.96657 5.23229 0.02987
*
```

Output
E = -1952.552414 Eh

[5]
C16H40N5O8Zr as an isolated structure, computed with the ωB97M-V functional and the def2-TZVPD basis.

The geometry in ORCA input format:
```
! RIJCOSX wB97M-V def2-TZVPD def2/J DEFGRID3
* xyz 1 1
Zr 0.09604 0.09313 -0.60273
O 0.68435 0.73355 -2.47507
H 0.92508 1.30005 -3.18588
O 1.91657 -0.37829 0.28343
H 2.73628 0.01226 0.54910
C -2.99457 -1.37378 -1.59450
O -1.74139 -0.88508 -1.25908
H -3.31336 -0.91477 -2.53458
H -2.98617 -2.46617 -1.72230
H -3.72289 -1.18672 -0.79319
C 1.71906 3.24687 0.21054
O 1.18792 2.18151 -0.07806
N 2.57883 3.85580 -0.58677
C 3.23395 5.10086 -0.20203
C 2.84481 3.34082 -1.93359
H 1.58417 3.75213 1.17598
H 2.61952 5.95875 -0.49359
H 4.16418 5.26539 -0.74012
H 3.42579 5.13594 0.86719
H 3.80477 3.69071 -2.29810
H 2.76429 2.25658 -1.89444
H 2.07576 3.75712 -2.59180
C 1.17755 -3.01796 -1.90194
O 0.81764 -1.89753 -1.61597
N 2.27833 -3.24229 -2.61852
C 2.69799 -4.57702 -3.02400
C 3.29532 -2.20484 -2.79211
H 0.64047 -3.94676 -1.67913
H 2.11158 -5.35240 -2.52865
H 3.74859 -4.73469 -2.79426
H 2.50582 -4.67525 -4.09447
H 2.87703 -1.25998 -2.45330
H 4.18345 -2.47768 -2.22275
H 3.55350 -2.14136 -3.84947
C -0.09448 -2.73335 1.68134
O -0.21420 -1.75419 0.97437
N -0.63528 -3.92695 1.39793
C -0.54383 -5.03484 2.33419
C -1.49033 -4.08842 0.24626
H 0.52782 -2.71230 2.58719
H -0.06659 -4.71934 3.25566
H 0.00953 -5.87251 1.89870
H -1.54345 -5.44929 2.48440
H -2.53585 -4.08910 0.56759
H -1.44593 -3.21300 -0.40736
H -1.23330 -4.95110 -0.36511
C -1.14079 0.92368 2.49187
O -0.65653 0.81752 1.36955
N -0.43718 0.72071 3.59125
C -0.97761 0.88723 4.93256
C 0.98706 0.40405 3.51762
H -2.19890 1.16251 2.64687
H -2.05818 1.00138 4.90858
H -0.58860 1.81534 5.36481
H -0.62790 0.09260 5.58555
H 1.18830 -0.36002 4.27184
H 1.25400 0.02043 2.53405
H 1.58813 1.26907 3.80369
C -1.95621 2.85117 -1.15768
O -1.32552 1.82784 -1.02340
N -3.22139 3.04538 -0.79789
C -3.89141 4.33576 -0.88553
C -3.94992 1.95837 -0.16739
H -1.50089 3.78769 -1.51810
H -4.15887 4.70966 0.10038
H -4.78412 4.19387 -1.49024
H -3.21229 5.04024 -1.35920
H -3.36753 1.07148 0.06107
H -4.35064 2.27991 0.80377
H -4.83737 1.73957 -0.76500
*
```

Output
ΔE to the lowest compared entry with this formula, charge and spin = 0.000 eV
E = -1556.375168 Eh

[6]
A 4-piece molecular cluster, C16H41BNO6 overall, computed with the ωB97M-V functional and the def2-TZVPD basis.

The geometry in ORCA input format:
```
! RIJCOSX wB97M-V def2-TZVPD def2/J DEFGRID3
* xyz 1 1
C -1.66025 0.31837 0.65865
C -1.05508 -0.52196 -0.53606
B 0.41137 -1.04398 -0.28316
O 0.77904 -2.23234 -0.86857
N 1.34681 -0.16070 0.56203
C 2.79654 -0.59192 0.60492
C 3.09714 -1.64615 1.68170
O 4.06434 -1.58617 2.29595
O 2.23785 -2.69599 1.90941
H -2.45577 -0.24351 1.16909
H -2.15142 1.22158 0.26838
H -0.93050 0.63748 1.42102
H -1.14349 0.06933 -1.46374
H -1.67390 -1.43148 -0.63920
H 0.39763 -2.98044 -0.37925
H 1.00427 -0.16334 1.52910
H 1.30847 0.77612 0.14057
H 3.37083 0.29680 0.90724
H 3.19745 -0.88498 -0.37494
H 2.02520 -3.05449 1.02866
C -5.66862 -2.91103 1.61157
C -5.48780 -1.64269 0.79513
O -4.71265 -1.82645 -0.37961
C -5.21838 -2.75607 -1.32834
C -6.59269 -2.39669 -1.86365
H -4.69805 -3.32531 1.89390
H -6.23698 -2.69964 2.51817
H -6.20396 -3.68139 1.05580
H -4.95475 -0.90701 1.40059
H -6.45555 -1.19664 0.54686
H -5.21463 -3.76672 -0.90650
H -4.50582 -2.76316 -2.15525
H -7.34775 -2.38142 -1.07688
H -6.90684 -3.12256 -2.61456
H -6.57618 -1.40596 -2.32153
C 4.24432 4.41065 4.47574
C 3.00667 3.71407 5.01371
O 2.34361 2.90079 4.05282
C 3.09769 1.84323 3.50381
C 3.59499 0.83479 4.52437
H 3.98929 5.02889 3.61267
H 4.68397 5.04623 5.24479
H 5.00809 3.69972 4.15595
H 2.28198 4.46668 5.32384
H 3.24474 3.12766 5.90631
H 3.93090 2.24142 2.91159
H 2.42896 1.33369 2.79706
H 4.27107 1.28454 5.25075
H 4.13019 0.02802 4.02522
H 2.75613 0.40848 5.07871
C 0.48693 2.04810 -6.02072
C 1.15504 2.11403 -4.65923
O 0.70639 1.11259 -3.75249
C 0.91104 -0.23427 -4.15141
C 2.37083 -0.59031 -4.37556
H -0.59666 2.13089 -5.91819
H 0.84251 2.86047 -6.65515
H 0.69686 1.10903 -6.53455
H 0.91917 3.07175 -4.19415
H 2.24476 2.07692 -4.75596
H 0.31269 -0.46484 -5.03790
H 0.51392 -0.85278 -3.34235
H 2.81593 -0.00547 -5.18023
H 2.46713 -1.64520 -4.63586
H 2.95498 -0.39926 -3.47108
*
```

Output
E = -1165.016167 Eh